The following is a quantum chemistry calculation of a molecular structure, C55H53GeN4OTe2V, from the Open Molecules 2025 dataset.

Cartesian coordinates (Å):
V: 1.7924 -19.5952 13.3155
C: -0.4628 -22.7340 12.4388
Te: 0.9094 -22.1135 13.9929
C: -0.7686 -21.7972 15.4642
H: -1.0344 -23.5204 12.9732
H: 0.1521 -23.1151 11.5907
H: -1.0929 -21.8749 12.1426
H: -0.4124 -21.7575 16.4895
H: -1.4539 -22.6569 15.3800
H: -1.2116 -20.8590 15.2955
N: 7.4683 -23.0643 13.1596
C: 8.2715 -24.1813 12.8255
C: 9.3065 -24.7266 13.5185
C: 9.8395 -25.8823 12.8588
C: 9.2667 -26.3708 11.6835
C: 8.1356 -25.8372 11.0514
C: 7.6549 -24.6646 11.6209
N: 6.5872 -23.8623 11.3215
C: 6.5143 -22.9137 12.1946
C: 5.4811 -21.9722 12.4969
C: 5.4223 -21.2044 13.6563
C: 4.5009 -20.1874 13.8072
N: 3.5937 -19.9393 12.8594
C: 3.5679 -20.7284 11.7340
C: 4.4892 -21.7479 11.5425
H: 7.7920 -22.4062 13.8394
H: 9.7354 -24.2677 14.4549
H: 10.6791 -26.3730 13.3455
H: 9.7241 -27.2645 11.2037
H: 7.7711 -26.2722 10.1047
H: 6.0987 -21.4602 14.5012
H: 4.5798 -19.5308 14.7078
H: 3.0113 -20.2833 10.8956
H: 4.4211 -22.2800 10.5790
C: 10.4163 -15.3109 8.0614
C: 9.0210 -15.8735 8.0207
C: 8.8008 -17.1876 7.4775
C: 7.5717 -17.7466 7.5228
C: 7.4064 -19.1683 7.0789
C: 6.4613 -16.9541 8.1541
Te: 4.5547 -17.9159 8.5673
N: 1.8685 -18.5425 14.6634
C: 1.7739 -17.4485 15.4270
O: 0.7959 -17.1955 16.1471
C: 2.9795 -16.5047 15.3776
C: 3.8742 -16.4160 14.2952
C: 4.8914 -15.5072 14.3807
C: 4.9570 -14.5760 15.3912
C: 4.0967 -14.6932 16.4634
C: 3.1646 -15.6993 16.4976
C: 3.7356 -18.5963 6.6341
C: 3.3291 -19.9059 6.4746
C: 2.8580 -20.3427 5.2146
C: 2.7891 -19.4741 4.1798
C: 3.2244 -18.1512 4.2770
C: 3.6808 -17.6305 5.5029
C: 4.2256 -16.2313 5.5534
C: 6.6788 -15.6112 8.4475
C: 5.5389 -14.7139 8.8530
C: 8.0033 -15.1019 8.4485
H: 10.4316 -14.3825 8.6904
H: 10.8038 -15.0801 7.0432
H: 11.1681 -15.9528 8.5119
H: 9.6021 -17.6931 6.9257
H: 8.1989 -19.4735 6.4253
H: 6.4469 -19.4461 6.6327
H: 7.4983 -19.9025 7.9126
H: 3.7750 -17.1234 13.4249
H: 5.7119 -15.4436 13.6937
H: 5.7318 -13.8055 15.3873
H: 4.2079 -14.0782 17.3468
H: 2.6526 -15.8384 17.4670
H: 3.4029 -20.6337 7.3071
H: 2.3944 -21.3138 5.1453
H: 2.2277 -19.7831 3.2766
H: 3.2512 -17.4611 3.4433
H: 4.0921 -15.8189 4.5542
H: 5.2775 -16.2165 5.7096
H: 3.7520 -15.6338 6.3589
H: 5.9232 -13.8652 9.4174
H: 4.8179 -15.2595 9.4708
H: 4.9950 -14.2602 8.0151
H: 8.1942 -14.0513 8.7947
C: -3.3053 -18.2516 15.5744
C: -2.2794 -17.3351 15.3454
C: -1.4824 -17.4189 14.2037
C: -1.7229 -18.3959 13.2453
C: -2.8541 -19.1522 13.3693
C: -3.6421 -19.1134 14.5402
Ge: -0.0774 -18.6546 12.0353
C: 0.2580 -16.8309 11.1975
C: 0.0323 -16.6088 9.8591
C: 0.1071 -15.3657 9.2905
C: 0.2587 -14.2444 10.0824
C: 0.5302 -14.4461 11.4277
C: 0.6363 -15.7028 11.9714
C: -0.9552 -19.6242 10.4650
C: -2.2636 -19.3790 10.1162
C: -2.9243 -20.1365 9.1649
C: -2.1567 -20.8029 8.2182
C: -0.7890 -20.8834 8.3568
C: -0.1705 -20.3161 9.5131
H: -3.8700 -18.2849 16.5095
H: -2.1142 -16.5415 16.0166
H: -0.6059 -16.7749 14.1343
H: -3.1701 -19.8090 12.5640
H: -4.4987 -19.7030 14.7051
H: -0.2326 -17.4688 9.2110
H: -0.0136 -15.2170 8.2325
H: 0.3115 -13.2449 9.6660
H: 0.7329 -13.5680 11.9955
H: 0.8775 -15.8038 13.0689
H: -2.8269 -18.5744 10.6416
H: -4.0226 -20.0925 9.1616
H: -2.6580 -21.3272 7.4365
H: -0.1685 -21.3591 7.5725
H: 0.8715 -20.4527 9.6918

Force components x, y, z for each atom (eV/Å):
V -0.4 2.0 3.8
C 0.2 0.1 -0.1
Te -1.4 0.3 1.0
C 0.9 -1.2 0.2
H 0.3 0.4 -0.6
H -0.7 0.2 0.7
H 0.3 -0.5 0.2
H 0.6 -0.3 -0.1
H 0.4 0.4 -0.4
H -0.7 1.1 -0.8
N 2.1 -1.3 0.3
C -2.5 2.0 -0.3
C 1.9 -1.4 -0.2
C -0.5 1.7 1.7
C -0.3 -1.2 -1.3
C 1.1 -0.3 -0.4
C -0.1 0.5 1.2
N -0.9 -0.6 -1.9
C 0.9 -0.2 2.3
C -0.4 -0.3 -1.4
C 0.6 -0.1 1.4
C 1.4 -0.1 1.2
N 0.3 -0.2 -0.8
C 1.4 0.2 -0.3
C -1.8 0.9 -1.4
H -0.1 0.3 0.2
H -0.5 -0.8 -1.2
H -0.1 -0.1 -0.4
H -0.4 0.7 0.6
H 0.1 0.3 0.8
H -0.6 0.6 -0.7
H -0.6 -0.6 -0.9
H -0.3 -0.7 0.4
H 0.4 0.1 0.7
C 0.4 1.1 0.1
C 2.0 -1.2 -0.9
C 0.4 1.5 -0.1
C -2.4 0.0 1.2
C -0.6 -1.1 0.9
C 1.3 -1.3 -1.4
Te 0.6 0.2 -1.7
N -0.8 -4.3 -4.7
C -0.7 3.6 3.0
O 2.0 -1.1 -1.5
C -0.7 -0.7 -0.1
C -0.9 -1.5 -0.2
C 0.9 0.7 -0.6
C 0.2 0.4 0.6
C 0.5 0.3 0.5
C -0.5 -0.1 0.8
C 0.5 2.2 -1.1
C 0.2 -0.7 0.2
C -0.2 -0.1 2.0
C -1.1 0.6 -1.7
C 0.6 0.6 1.6
C 0.5 -2.2 0.8
C -1.0 -0.2 0.1
C -0.5 0.1 0.7
C 0.2 0.3 0.1
C -1.7 1.0 0.5
H 0.0 -0.7 -0.8
H -0.4 0.0 0.6
H -0.2 -0.5 0.0
H -0.2 0.1 0.6
H 0.3 0.1 -0.6
H 0.1 0.5 -0.3
H 0.0 0.7 -0.1
H 0.1 0.9 0.9
H -0.1 -0.3 -0.8
H -0.2 -0.3 0.0
H 0.0 0.2 -0.1
H -0.2 -0.1 -1.0
H -0.1 0.5 -0.6
H 0.3 -0.2 -0.1
H 0.8 0.1 0.4
H -0.3 -0.2 -0.2
H -0.3 0.5 0.3
H 1.0 -0.2 0.3
H 0.1 -0.1 -0.7
H -0.1 -0.1 0.2
H -0.1 0.1 0.0
H 0.2 -0.4 -0.1
H -0.3 -1.2 -0.4
C 0.2 0.3 -0.4
C -0.3 -0.4 -0.7
C 0.1 0.0 0.9
C 2.4 0.7 0.0
C -1.4 -1.5 0.3
C 1.3 0.9 -0.3
Ge -3.9 1.8 -2.0
C 1.1 0.2 1.7
C -0.3 -2.2 -1.1
C -0.4 1.2 -0.4
C 0.7 -0.4 0.1
C 0.3 0.6 -0.3
C -0.6 -1.1 1.3
C 2.6 -0.1 -0.8
C -1.5 0.9 1.7
C -0.1 0.7 -0.4
C -0.6 -0.6 0.6
C 1.6 0.6 0.6
C -1.8 -0.7 -0.4
H 0.2 0.3 -0.3
H 0.4 0.7 0.9
H -0.4 0.0 0.0
H 0.1 -0.2 0.2
H -0.9 -0.9 -0.4
H 0.2 0.6 0.4
H -0.2 -0.2 -0.3
H -0.2 -0.1 0.0
H 0.1 0.4 0.7
H -0.2 0.1 -1.4
H 0.3 -1.0 -0.1
H 0.6 0.0 -0.5
H -0.1 -0.2 -0.6
H -0.5 0.2 0.6
H 0.7 -0.2 -0.1

Results
- HOMO (alpha / beta) (eV) = -14.65 / -14.65
- E (eV) = -162662.1220
- spin multiplicity = 2
- gap between HOMO and LUMO (alpha / beta) (eV) = 5.0 / 4.5
- charge = +3

Mulliken atomic charge list, values in e, 8 entries: 1.54 -0.70 0.31 -0.75 0.45 0.34 0.07 0.41